{"formula": "C18H43N3O3", "method": "wB97M-V/def2-TZVPD", "species": ["C", "C", "N", "O", "H", "H", "H", "H", "H", "C", "C", "N", "O", "H", "H", "H", "H", "H", "C", "C", "N", "O", "H", "H", "H", "H", "H", "C", "C", "C", "C", "C", "C", "H", "H", "H", "H", "H", "H", "H", "H", "H", "H", "H", "H", "H", "H", "C", "C", "C", "C", "C", "C", "H", "H", "H", "H", "H", "H", "H", "H", "H", "H", "H", "H", "H", "H"], "positions_angstrom": [[14.315240, -19.513040, 23.886540], [13.217900, -19.506320, 24.998600], [11.951430, -19.462860, 24.658580], [13.517020, -19.472310, 26.193700], [15.088260, -20.269980, 24.019100], [14.894550, -18.592380, 23.816690], [13.766360, -19.544530, 22.945350], [11.754870, -19.308730, 23.679960], [11.200500, -19.726870, 25.280290], [10.148660, -13.500900, 22.167300], [10.723940, -14.014130, 23.546080], [11.079900, -13.168700, 24.435340], [10.715650, -15.191530, 23.781280], [10.159900, -14.311180, 21.438310], [10.564060, -12.579690, 21.758750], [9.091050, -13.240090, 22.206360], [11.247810, -13.369060, 25.410930], [11.046980, -12.188530, 24.193940], [12.385260, -18.365370, 19.849890], [11.960380, -17.828510, 21.237970], [11.830970, -16.534700, 21.292080], [11.764350, -18.608780, 22.163040], [12.431040, -19.454340, 19.861320], [13.382840, -18.082380, 19.513960], [11.648530, -18.202780, 19.063190], [11.556940, -16.222800, 22.212800], [11.735360, -16.031530, 20.421570], [12.581320, -21.824560, 15.128060], [12.757440, -21.924390, 16.616360], [12.878620, -20.511070, 17.319330], [14.089390, -19.658220, 16.859650], [15.453310, -20.280840, 17.294940], [15.807250, -20.093660, 18.770130], [13.019650, -20.947490, 14.651920], [11.524780, -21.643320, 14.930650], [12.899020, -22.691860, 14.549300], [11.881620, -22.468960, 16.969170], [13.595860, -22.573650, 16.868590], [13.139550, -20.708750, 18.359010], [11.919810, -19.993380, 17.291650], [14.041700, -19.414860, 15.798230], [13.999210, -18.658720, 17.285060], [15.540990, -21.313590, 16.957550], [16.189800, -19.704160, 16.735370], [15.228000, -20.841880, 19.311190], [16.856570, -20.365700, 18.884250], [15.528560, -19.105850, 19.137080], [8.440500, -17.881040, 18.135200], [7.225550, -18.077850, 17.228020], [5.880300, -18.299540, 17.916850], [4.701130, -18.844580, 17.075240], [4.137810, -18.068660, 15.824580], [3.618270, -16.738530, 16.248390], [8.349690, -17.208410, 18.988090], [9.278260, -17.494590, 17.554750], [8.734430, -18.853290, 18.530710], [7.170760, -17.209140, 16.571940], [7.448820, -18.916460, 16.568480], [5.605530, -17.361980, 18.400140], [5.992050, -18.924850, 18.802630], [4.826120, -19.846340, 16.664200], [3.881400, -18.901220, 17.791430], [4.961070, -17.920440, 15.125740], [3.329390, -18.635530, 15.362830], [3.019100, -16.697710, 17.158030], [4.371170, -15.965370, 16.401570], [2.977700, -16.352690, 15.455360]], "atomic_forces_ev_per_a": [[-1.164, 0.581, -0.076], [2.495, 0.554, 2.261], [-1.552, -0.478, -1.843], [0.644, -0.486, -0.317], [-0.572, -0.376, 0.056], [-0.297, 0.342, 0.569], [0.470, -0.592, -0.243], [-0.431, -0.147, 0.215], [0.528, 0.353, 0.198], [0.069, 0.103, 0.464], [-2.141, -1.419, -3.365], [1.030, 4.525, 2.184], [0.109, -2.211, -0.147], [0.452, 0.075, 0.127], [0.613, -0.178, 0.058], [-0.181, -0.207, 0.752], [0.053, -0.534, -0.357], [0.035, -0.100, 0.211], [-0.156, -1.085, 0.237], [0.581, -3.081, -1.978], [-0.182, 1.321, 0.459], [0.075, 0.698, -0.644], [-0.059, 0.042, 0.557], [-0.148, 0.576, 0.140], [-0.028, 0.650, 0.024], [-0.457, 0.964, 0.044], [0.124, 0.231, 0.550], [-0.618, 0.623, -1.070], [0.201, 0.771, 0.459], [1.002, -1.264, -0.146], [-0.422, -0.440, 0.211], [-0.348, 1.595, -0.948], [-0.736, -1.275, -0.543], [0.577, -0.032, 0.223], [-0.226, -0.312, -0.170], [-0.058, -0.099, 0.187], [-0.021, 0.170, 0.474], [0.250, 0.249, 0.084], [-0.556, -0.128, 0.221], [0.068, 0.128, -0.150], [0.230, -0.511, -0.249], [0.056, 0.048, 0.457], [-0.031, -0.045, 0.175], [0.239, -0.158, -0.238], [0.034, 0.130, 0.512], [0.003, 0.427, 0.368], [0.403, 0.006, -0.008], [0.209, -0.431, 0.056], [-0.021, 0.240, -0.212], [0.034, 0.230, -0.166], [-0.655, 0.105, -0.705], [1.256, -0.148, 1.842], [-0.697, 1.653, -0.408], [-0.523, 0.097, -0.033], [0.083, -0.098, -0.118], [0.146, -0.010, 0.172], [-0.265, 0.099, -0.128], [-0.010, -0.156, -0.061], [-0.312, 0.355, -0.258], [0.170, -0.550, -0.164], [0.646, -0.314, 0.572], [-0.252, -0.208, -0.043], [-0.150, -0.157, -0.338], [0.241, -0.244, 0.009], [-0.095, -0.547, 0.088], [0.358, -0.172, -0.058], [-0.124, 0.254, -0.031]], "mol_weight_g_mol": 349.6, "orbital_gap_ev": 8.7273, "lumo_energy_ev": 0.324, "e_tot_ev": -29976.7265, "smiles": "CC(N)=O.CC(N)=O.CC(N)=O.CCCCCC.CCCCCC"}


{"formula": "C18H43N3O6", "method": "wB97M-V/def2-TZVPD", "species": ["C", "C", "C", "C", "N", "C", "O", "C", "O", "H", "H", "H", "H", "H", "H", "H", "H", "H", "H", "H", "H", "H", "C", "O", "C", "C", "N", "C", "C", "O", "C", "H", "H", "H", "H", "H", "H", "H", "H", "H", "H", "H", "H", "H", "H", "H", "C", "O", "C", "C", "N", "C", "C", "O", "C", "H", "H", "H", "H", "H", "H", "H", "H", "H", "H", "H", "H", "H", "H", "H"], "positions_angstrom": [[3.641247, 1.060860, 1.781691], [2.744304, 2.282475, 1.886826], [1.836335, 2.472961, 0.687730], [0.974283, 3.749356, 0.807875], [-0.463735, 3.479241, 0.684819], [-1.069645, 3.067345, 1.926531], [-0.689720, 1.721978, 2.240359], [-1.722165, 0.832641, 2.202530], [-2.090955, 0.275551, 1.190918], [4.373898, 1.143066, 0.981923], [3.051820, 0.170325, 1.590123], [4.193251, 0.928636, 2.709911], [3.354126, 3.181122, 2.001823], [2.147068, 2.212318, 2.796182], [2.436647, 2.555894, -0.216660], [1.170103, 1.627253, 0.556320], [1.209698, 4.221697, 1.768234], [1.233543, 4.446676, 0.017957], [-0.920295, 4.347549, 0.433256], [-2.148639, 3.128846, 1.796354], [-0.767651, 3.692314, 2.769770], [-2.181941, 0.655232, 3.182804], [5.820012, -4.527318, -2.828420], [5.891542, -5.176746, -1.574971], [7.090988, -4.937675, -0.850505], [6.835625, -4.096755, 0.381737], [6.473703, -2.730304, 0.031350], [6.010705, -1.909183, 1.146705], [4.753786, -2.333631, 1.900754], [3.552542, -2.224274, 1.157630], [3.278961, -3.310422, 0.291460], [4.952635, -4.926339, -3.351218], [5.694931, -3.443784, -2.727133], [6.711728, -4.726445, -3.429563], [7.844461, -4.470797, -1.491280], [7.475669, -5.910671, -0.532757], [7.747741, -4.074936, 0.985943], [6.058865, -4.603668, 0.969852], [5.756691, -2.749778, -0.680193], [5.835035, -0.904419, 0.757280], [6.828842, -1.827583, 1.870056], [4.643033, -1.649787, 2.745245], [4.840749, -3.340644, 2.326213], [3.644530, -4.256776, 0.697222], [3.704159, -3.153425, -0.703588], [2.196663, -3.374761, 0.179651], [-9.298278, 1.519926, -1.619774], [-8.486636, 0.876552, -0.658595], [-7.825476, -0.292279, -1.127842], [-6.330531, -0.081043, -1.230886], [-5.993907, 0.847679, -2.301309], [-4.594272, 1.266362, -2.332818], [-4.028522, 2.015454, -1.132027], [-4.543616, 3.325885, -0.956031], [-5.776575, 3.407927, -0.269399], [-9.878398, 2.279528, -1.098495], [-8.706413, 2.010938, -2.399916], [-9.989764, 0.815335, -2.090673], [-8.240899, -0.612566, -2.087649], [-8.014462, -1.084395, -0.398159], [-5.854013, -1.043775, -1.438011], [-5.977498, 0.258768, -0.248155], [-6.578754, 1.667978, -2.223787], [-4.467138, 1.905354, -3.209887], [-3.977255, 0.377727, -2.497870], [-2.957877, 2.144032, -1.306556], [-4.119979, 1.443423, -0.201788], [-5.868662, 2.630981, 0.494266], [-6.628730, 3.344722, -0.952106], [-5.817520, 4.382270, 0.218723]], "atomic_forces_ev_per_a": [[-0.063, 0.107, 0.140], [0.213, 0.037, -0.090], [-0.206, 0.455, -0.100], [0.046, -0.531, -0.054], [0.045, 0.304, 0.420], [0.048, 0.131, -0.661], [-0.347, -0.251, 0.396], [-0.269, -0.720, -1.749], [0.491, 0.810, 1.560], [0.025, 0.121, -0.181], [-0.038, -0.206, 0.030], [0.083, -0.131, 0.100], [0.103, 0.083, 0.051], [-0.178, -0.039, 0.066], [0.144, -0.139, -0.111], [-0.016, -0.185, 0.004], [-0.066, 0.207, 0.104], [0.054, 0.146, -0.062], [-0.158, -0.053, -0.257], [-0.151, 0.019, 0.071], [0.142, -0.054, 0.214], [0.039, -0.064, 0.064], [-0.056, -0.071, 0.052], [-0.014, 0.119, -0.074], [0.052, -0.144, 0.096], [-0.103, 0.135, -0.053], [-0.081, -0.093, 0.067], [0.078, 0.027, -0.135], [-0.009, 0.067, 0.123], [0.113, -0.150, -0.038], [-0.170, 0.148, -0.001], [-0.013, -0.013, 0.024], [0.072, 0.018, -0.026], [0.020, 0.030, -0.021], [-0.024, 0.077, -0.004], [0.014, -0.004, -0.018], [-0.001, 0.005, 0.029], [0.044, -0.067, 0.039], [-0.031, -0.013, -0.043], [0.002, 0.031, 0.025], [-0.005, -0.026, 0.033], [-0.040, 0.018, -0.006], [0.031, -0.056, -0.093], [0.057, -0.018, -0.013], [0.064, -0.090, -0.001], [-0.003, 0.012, 0.029], [0.022, 0.008, 0.105], [-0.017, 0.079, -0.115], [0.027, -0.131, 0.125], [0.010, 0.161, -0.077], [0.010, 0.014, 0.123], [-0.112, 0.005, -0.113], [0.235, -0.052, -0.006], [-0.080, 0.010, 0.055], [0.079, 0.140, -0.064], [0.015, 0.000, 0.025], [-0.021, -0.051, -0.059], [-0.007, 0.000, -0.043], [0.031, 0.053, -0.052], [-0.020, -0.007, -0.009], [0.031, -0.004, 0.011], [0.006, -0.079, 0.047], [-0.039, 0.036, 0.015], [0.027, -0.008, -0.013], [0.018, -0.015, 0.044], [0.009, 0.002, 0.031], [-0.099, -0.009, -0.016], [-0.030, -0.056, -0.016], [-0.053, -0.085, 0.055], [0.023, 0.002, 0.000]], "mol_weight_g_mol": 397.6, "orbital_gap_ev": 9.2580, "lumo_energy_ev": 0.781, "e_tot_ev": -36114.9704, "smiles": "CCCCNCOC=O.COCCNCCOC.COCCNCCOC"}